Entry 1:
# C10H10BrNO

A cluster of 2 separate species, C10H10BrNO in total at a distorted geometry (ωB97M-V/def2-TZVPD, the Open Molecules 2025 dataset).

Atoms and positions in Å:
C -4.99177 1.49346 0.14212
C 1.19282 0.33653 -1.03957
C 0.42579 0.06585 -0.01650
C 2.69255 0.42876 -1.04453
C 1.01484 -0.59547 1.14334
C 3.31676 -0.11187 0.25716
C 2.42346 -1.18760 0.81155
C -1.96787 -0.01788 -0.88986
C -1.06471 0.19662 0.05051
C -4.87275 0.48167 -0.80783
N -4.95621 2.32749 0.92043
O 3.35835 0.94139 -1.94188
Br -5.71787 -1.10565 -0.56587
H 0.78319 0.86662 -1.85692
H 1.09549 0.03332 2.09030
H 0.46146 -1.44650 1.57478
H 4.40311 -0.42145 0.00350
H 3.27036 0.83815 0.85207
H 2.80912 -1.41966 1.74843
H 2.29829 -2.10759 0.09347
H -1.69834 -0.24906 -1.90938
H -3.07962 0.24774 -0.73574
H -1.19643 0.40511 1.12041

The calculation puts the HOMO energy (spin up / spin down) at -9.4 / -9.4 eV.

Entry 2:
# C18H48AsF6O18S6

A structure of composition C18H48AsF6O18S6 at a distorted geometry (ωB97M-V/def2-TZVPD, the Open Molecules 2025 dataset).

Atoms and positions in Å:
As 0.18868 -0.25157 -0.86046
F -0.35735 1.30244 -0.07089
F 1.89507 0.18563 -0.53297
F 0.72746 -1.75918 -1.59883
F -1.47617 -0.68846 -1.21391
F 0.21782 0.62479 -2.49549
F 0.13065 -1.03611 0.75841
O 1.13955 -5.18456 0.71994
S 0.60062 -4.13582 1.62015
O 0.06864 -4.46351 2.96101
O 1.66321 -2.85033 1.75889
C 2.28006 -2.24293 0.60120
C 2.93457 -0.92613 0.99563
C -0.80057 -3.21885 0.72121
H 1.53829 -2.13679 -0.19039
H 2.97674 -2.96798 0.18043
H 2.23730 -0.22676 1.45694
H 3.32357 -0.44620 0.09761
H 3.79068 -0.96445 1.66921
H -1.11998 -2.37741 1.33607
H -1.59881 -3.95768 0.65016
H -0.46128 -2.90190 -0.26495
O 0.22373 5.89870 -0.63825
S -0.67651 4.95429 -1.35649
O -1.85824 5.28826 -2.16995
O 0.28498 3.95573 -2.34568
C 1.65421 3.64858 -1.85667
C 2.12562 2.20631 -1.78715
C -1.18428 3.67118 -0.05890
H 1.92909 4.21540 -0.96714
H 2.27653 4.06941 -2.64642
H 1.42027 1.70701 -1.12287
H 3.07444 1.99154 -1.29550
H 1.91182 1.75657 -2.75675
H -1.53654 4.29421 0.76319
H -0.29602 3.11941 0.24873
H -1.95509 3.00090 -0.43926
O 0.35303 3.50215 4.05627
S 0.45435 3.03771 2.69819
O 0.25382 3.92159 1.54377
O 1.85791 2.13974 2.53774
C 2.25049 1.69575 1.19486
C 3.71637 1.09822 1.22086
C -0.80271 1.62001 2.42671
H 2.28734 2.65128 0.67168
H 1.59119 1.04886 0.61612
H 4.39934 1.87739 1.55929
H 4.03071 0.85058 0.20697
H 3.87235 0.14125 1.71884
H -1.77850 2.08537 2.28753
H -0.72612 0.95369 3.28593
H -0.57009 1.24726 1.42919
O -1.53953 1.65133 5.23919
S -2.67694 1.08289 4.51829
O -3.91435 1.86053 4.23969
O -2.05156 0.58679 3.03068
C -2.99904 0.41611 2.00273
C -2.36933 -0.69376 1.08073
C -3.09738 -0.59096 5.11691
H -3.13812 1.32009 1.40979
H -3.98283 0.12791 2.37314
H -3.13101 -1.11394 0.42391
H -1.94651 -1.47819 1.70841
H -1.47212 -0.34212 0.57136
H -4.02708 -0.88643 4.63064
H -3.33872 -0.42883 6.16742
H -2.35158 -1.37593 4.99157
O -3.31316 1.13671 0.15190
S -3.98592 1.18192 -1.15895
O -5.34877 1.74548 -1.18667
O -3.04318 1.91306 -2.30472
C -1.65107 1.61278 -2.39876
C -1.02831 2.63693 -3.29461
C -4.05022 -0.54077 -2.02340
H -1.53547 0.63066 -2.85720
H -1.21893 1.47753 -1.40727
H 0.05246 2.54487 -3.18707
H -1.59472 3.53877 -3.06232
H -1.24280 2.49356 -4.35363
H -4.29460 -0.15274 -3.01224
H -4.87684 -1.05506 -1.53320
H -3.09028 -1.01254 -1.81350
O 3.09666 -2.27013 -1.82378
S 2.59224 -2.92709 -3.06215
O 3.31902 -2.78534 -4.34563
O 2.49387 -4.56516 -2.69238
C 2.19148 -4.93718 -1.35499
C 3.44811 -5.40652 -0.69675
C 0.81689 -2.58964 -3.39473
H 1.51754 -5.78102 -1.20721
H 1.75769 -4.10996 -0.79318
H 3.29209 -5.71345 0.33744
H 4.02596 -4.48522 -0.62330
H 3.78281 -6.23026 -1.32724
H 0.74506 -1.54199 -3.68691
H 0.26038 -2.79723 -2.48079
H 0.43597 -3.17059 -4.23468

The calculation puts the HOMO energy at -6.0 eV. Its charge is -1.

Entry 3:
# C30H39N3OSV

A structure of composition C30H39N3OSV at a distorted geometry (ωB97M-V/def2-TZVPD, the Open Molecules 2025 dataset).

Atoms and positions in Å:
V -0.02537 -0.06935 -0.38668
N 0.15931 -2.34876 3.86326
N -0.82128 -2.62853 -2.16636
C 0.69052 1.81666 -0.69260
C 1.75681 0.90667 -0.32806
C 1.42868 0.33260 0.96887
C 2.24128 -0.53983 1.88095
H 3.25280 -0.60840 1.44968
H 2.60997 -2.42571 2.74124
H 2.31680 -0.07160 2.87960
C 0.20925 0.94249 1.40151
C -0.22592 0.88969 2.81453
H 0.44871 1.48823 3.45313
H -0.17508 -0.13814 3.19779
H -1.23738 1.28423 2.95222
C -0.27768 1.81497 0.37165
C -1.51227 2.62476 0.48925
H -2.30748 2.03901 0.97198
H -1.87776 2.95557 -0.48686
H -1.34309 3.51917 1.10583
C 2.93452 0.62003 -1.17259
H 3.71482 1.39424 -1.10123
H 2.64668 0.56976 -2.23191
H 3.38581 -0.33903 -0.89405
C 0.57685 2.60683 -1.94006
H -0.47550 2.80764 -2.16671
H 0.98348 2.05607 -2.79414
H 1.08637 3.57923 -1.89539
C -0.74404 -3.17688 4.40699
H -0.81654 -3.21861 5.49714
C -1.59139 -3.97949 3.62702
H -2.33325 -4.61109 4.10420
C -1.44897 -3.93590 2.23583
H -2.10467 -4.49558 1.56705
C -0.40478 -3.18178 1.69875
H -0.20296 -3.15020 0.62488
C 0.46698 -2.47695 2.57599
C 1.83352 -2.00315 2.08079
H 1.91592 -2.52150 1.10357
C -0.56324 -1.30942 -2.22499
C -0.47290 -3.24056 -3.34847
H -0.55857 -4.30550 -3.54745
C -0.03458 -2.26305 -4.21368
H 0.26253 -2.34392 -5.24184
N -0.18241 -1.03910 -3.56470
C -0.29239 0.19039 -4.25250
C 0.70536 0.57132 -5.16458
C 0.46531 1.68641 -5.97678
H 1.22715 1.97947 -6.70070
C -0.70711 2.43741 -5.86717
C -0.94954 3.62092 -6.75333
H -1.49898 4.40641 -6.22650
H -1.54114 3.36523 -7.64085
H -0.00402 4.03807 -7.10814
C -1.65133 2.06833 -4.90710
H -2.56033 2.65424 -4.76795
C -1.47761 0.93477 -4.10916
C -2.55335 0.50517 -3.16415
H -2.96734 -0.48855 -3.39402
H -3.37499 1.22809 -3.21233
H -2.21501 0.47637 -2.11380
C 2.01303 -0.15360 -5.22365
H 1.91759 -1.18931 -5.57640
H 2.52143 -0.16706 -4.24722
H 2.66912 0.38052 -5.92200
C -3.21923 -0.88029 2.54318
S -3.64942 -1.33643 0.86793
C -4.84314 -0.04953 0.50197
O -2.45390 -0.96733 0.00839
H -3.89162 -1.44663 3.20038
H -3.36430 0.19911 2.68408
H -2.17988 -1.16652 2.73710
H -4.49007 0.91466 0.89064
H -4.96004 -0.01177 -0.58647
H -5.78759 -0.34109 0.97358

The calculation puts the HOMO energy (spin up / spin down) at -1.9 / -0.8 eV. Its charge is -1. Its multiplicity is 3.

Entry 4:
# C9H14O2

An isolated molecule of C9H14O2 at a distorted geometry (ωB97M-V/def2-TZVPD, the Open Molecules 2025 dataset).

Atoms and positions in Å:
C -2.39075 -0.49344 -0.62814
C -1.21645 -0.15690 0.24578
O -1.64833 0.46188 1.40285
C -0.44066 -1.33331 0.73424
C 0.86702 -1.27359 0.83631
C 1.68581 -0.26304 0.04208
C 1.87319 1.05441 0.73922
C 0.57088 1.78563 0.40179
C -0.22523 0.89518 -0.50617
C 0.91076 0.14046 -1.21456
O 0.49569 -1.01043 -1.98719
H -2.72242 0.51054 -0.78503
H -2.07172 -0.90848 -1.58850
H -3.26363 -1.00839 -0.15521
H -1.11494 0.11130 2.16099
H -1.06929 -2.20012 0.87796
H 1.33241 -1.96937 1.55088
H 2.67217 -0.60048 -0.22838
H 1.96563 1.00830 1.84284
H 2.72938 1.64975 0.35049
H 0.67178 2.80600 -0.04156
H 0.01744 1.88023 1.44413
H -0.84015 1.33052 -1.28812
H 1.43911 0.91735 -1.83519
H -0.33194 -1.27117 -1.53390

The calculation puts the HOMO energy at -9.5 eV.

Relative energy (zero: lowest compared OMol25 entry of this formula, charge and spin)? In order: 144.9; 682.3; 0.0; 58.9 kcal/mol.